Molecular formula: C5H8N5
Method: DFT, ωB97M-V/def2-TZVPD

Output
SMILES string	C[N@H+]1CC=NC(NC#N)=N1
energy relative to the best compared isomer or geometry (same formula, charge and spin)	2.690	eV
total charge	+1
E_tot	-468.73713	hartree
HOMO	-14.10	eV

Atoms and positions in Å:
C  1.46  -1.74  -0.01
N  0.88  -0.50  0.49
C  1.37  0.62  -0.29
C  0.59  1.93  -0.13
N  -0.64  1.79  0.18
C  -1.23  0.62  0.22
N  -2.55  0.64  -0.07
C  -3.37  -0.37  -0.16
N  -4.02  -1.30  -0.22
N  -0.68  -0.55  0.56
H  1.41  -1.78  -1.05
H  2.47  -1.61  0.27
H  0.94  -2.65  0.38
H  1.22  -0.55  1.50
H  1.58  0.19  -1.34
H  2.43  0.87  -0.07
H  1.13  2.88  -0.23
H  -3.00  1.53  -0.04

So, what does the Mulliken scheme give us? The charges, in e, come out as: number 1, C, carries -0.892; number 2, N, carries 0.180; number 3, C, carries -0.533; number 4, C, carries 0.042; number 5, N, carries -0.443; number 6, C, carries 0.534; number 7, N, carries -0.214; number 8, C, carries 0.369; number 9, N, carries -0.318; number 10, N, carries -0.636; number 11, H, carries 0.381; number 12, H, carries 0.457; number 13, H, carries 0.293; number 14, H, carries 0.408; number 15, H, carries 0.281; number 16, H, carries 0.404; number 17, H, carries 0.395; number 18, H, carries 0.293